[1]
84
Properties=species:S:1:pos:R:3:forces:R:3 method="wB97M-V/def2-TZVPD" gap_ha=0.353
C 0.2658 31.1093 -2.4931 0.7 0.8 0.6
C 0.9660 29.9126 -1.8701 -0.5 1.1 -1.0
O 0.6589 29.9582 -0.5061 1.2 -0.2 1.6
H -0.7808 31.1096 -2.1987 0.0 0.1 0.6
H 0.1927 31.0337 -3.5547 0.6 0.2 -0.8
H 0.7831 32.0601 -2.1543 -0.8 -0.9 -0.6
H 2.0367 29.8808 -2.1392 -0.3 0.0 0.4
H 0.4826 29.0472 -2.2877 -0.1 -0.8 0.0
H 1.3788 30.4259 -0.0375 -0.7 -0.4 -0.4
C -2.3019 30.1974 -10.3697 -0.6 0.3 -0.7
C -1.1891 29.3835 -11.0093 -0.4 -0.7 0.9
O -0.2839 30.2882 -11.5779 0.6 0.0 -0.3
H -2.7801 30.8571 -11.1663 0.8 -0.6 1.0
H -1.9010 30.8398 -9.5295 -0.9 -0.9 -0.8
H -3.1063 29.4747 -10.1186 0.5 0.7 0.6
H -1.6035 28.7232 -11.7764 -0.1 0.1 -0.1
H -0.7038 28.6741 -10.2616 -0.3 0.9 -0.6
H 0.1347 29.8279 -12.3049 0.4 0.1 -0.2
C -5.0682 28.0091 -4.6919 0.5 -1.9 -1.3
C -6.1765 27.7773 -5.6371 0.0 -0.2 -2.2
O -6.2511 26.4652 -6.1925 -0.9 -0.7 0.4
H -5.2998 27.3971 -3.8786 0.0 -0.6 1.9
H -5.0533 29.0260 -4.4912 0.4 1.8 0.8
H -4.1179 27.6310 -5.1068 -0.3 0.4 0.0
H -6.0832 28.4461 -6.4779 0.1 0.6 -0.4
H -7.1529 27.9895 -5.2497 -0.4 -0.1 0.6
H -5.4580 26.1306 -6.6088 0.5 0.5 0.1
C -1.7349 31.4843 -4.9652 -0.5 0.5 0.4
C -2.7545 31.7586 -6.0554 1.9 -2.0 0.5
O -3.8315 30.9358 -5.8125 -1.7 -1.1 1.2
H -1.4317 30.4533 -4.9446 0.0 -0.5 -0.1
H -2.0617 31.7426 -3.9412 -0.1 0.2 -0.6
H -0.8736 32.0381 -5.2345 1.1 0.8 0.1
H -2.3078 31.3482 -6.9804 0.0 1.3 -0.2
H -3.0799 32.7558 -5.9949 -0.1 1.6 -0.7
H -4.1126 30.5127 -6.6175 -0.5 -0.4 -0.7
C 1.3888 28.4899 -5.3362 1.1 1.7 -0.8
O 2.5467 28.0623 -4.7127 1.6 -0.7 0.3
H 0.6194 28.5761 -4.5970 -1.1 0.0 -0.3
H 1.2370 27.8855 -6.2145 -0.9 -0.4 -0.2
H 1.6931 29.4991 -5.6778 -1.1 -0.2 -0.1
H 2.2837 27.6400 -3.9133 0.2 -0.6 0.9
C -2.2559 27.8292 -2.7493 1.1 -0.2 -1.0
O -2.2055 28.4599 -1.5308 0.0 0.9 1.8
H -1.2120 27.7047 -3.0875 -0.5 -0.6 -0.4
H -2.7384 28.4332 -3.4944 -0.2 0.6 -0.1
H -2.8307 26.9260 -2.6777 0.0 -0.9 -0.2
H -1.5618 27.9859 -0.9834 -0.3 0.4 0.0
C -5.6999 30.4015 -8.6362 -1.0 -1.1 -0.4
O -4.5866 29.7353 -8.0786 0.7 -1.8 -0.3
H -5.3901 30.8190 -9.5857 -0.2 0.6 -0.2
H -6.1337 31.1351 -7.9296 0.4 -0.4 -0.5
H -6.4193 29.5838 -8.8575 -0.3 1.0 0.1
H -4.5557 28.8315 -8.5132 0.2 1.7 1.1
C -1.4673 28.5617 -7.1720 -0.4 1.1 -0.1
O -1.9766 28.4650 -5.8958 -0.3 -0.5 1.1
H -2.2402 28.7565 -7.8625 -0.9 0.4 -1.1
H -0.9824 27.7166 -7.5003 0.8 -2.6 -0.3
H -0.7098 29.2922 -7.2788 0.8 1.5 0.1
H -2.6386 29.1617 -5.7832 0.0 -0.1 0.1
C -7.4686 31.6086 -4.8989 0.0 1.6 -0.8
O -7.4140 30.3621 -4.3094 -0.3 -1.3 0.9
H -6.7535 31.6333 -5.7454 -0.5 -0.1 0.4
H -7.1750 32.4135 -4.2449 0.5 0.2 0.5
H -8.4614 31.9390 -5.2388 -0.1 -0.6 -0.3
H -7.7169 30.3667 -3.3817 0.2 0.3 -0.8
C 2.6791 32.0824 -4.8506 0.3 1.2 0.0
O 3.2387 30.9023 -4.4151 0.6 -1.1 0.8
H 3.1530 32.4421 -5.7591 -0.1 0.1 -0.3
H 2.9036 32.8013 -4.0707 -0.2 0.4 0.1
H 1.6133 32.0220 -4.9770 -0.6 0.0 -0.2
H 3.3205 30.2818 -5.1320 0.1 -0.4 -0.2
C -4.8777 30.9379 -2.4004 1.3 -0.8 -0.1
O -4.7461 31.9191 -3.4035 -0.1 -0.2 0.0
H -3.9782 30.2775 -2.4136 -0.6 0.2 0.2
H -5.7639 30.3169 -2.4518 -0.3 -0.2 -0.5
H -4.9123 31.3892 -1.4402 0.1 0.7 0.9
H -4.3738 31.4401 -4.1616 -0.4 0.3 -0.2
C 0.6410 31.8465 -8.8186 2.1 0.8 1.1
O 1.0621 31.3450 -7.4959 -0.6 0.7 -1.5
H 0.7045 31.1519 -9.5839 0.3 -2.1 -1.2
H 1.2838 32.6632 -9.2393 -0.5 -0.2 1.0
H -0.3762 32.1067 -8.8165 -1.2 0.8 0.6
H 1.6373 30.5935 -7.6492 0.1 -0.1 -0.1



[2]
24
Properties=species:S:1:pos:R:3:forces:R:3 method="wB97M-V/def2-TZVPD" gap_ha=0.344
C 2.4196 -0.9198 -0.8416 0.8 0.7 1.6
C 1.3325 0.0973 -0.0108 4.8 -2.5 1.0
C 1.9776 1.1471 0.8679 0.5 3.3 0.1
C -0.0335 -0.3151 0.7742 3.4 4.0 1.5
C -1.0960 -1.2073 0.6746 -0.9 -6.2 -0.5
C -2.3539 -0.6480 -0.0311 2.2 -1.5 -1.7
C -2.1694 0.8551 -0.2162 -2.6 2.1 1.0
C 0.0771 0.2749 -0.5622 -3.9 1.8 -3.2
H 2.0127 -1.8989 -1.1116 -0.6 0.7 -0.7
H 3.3742 -1.3246 -0.3737 -1.3 0.8 1.2
H 3.0282 -0.3828 -1.6036 -1.6 -0.1 -0.4
H 1.1671 1.5560 1.5588 1.2 0.1 -1.3
H 2.6452 0.6869 1.6241 0.3 0.3 -1.0
H 2.5041 2.2271 0.2715 -1.5 -3.7 1.7
H -0.0631 0.5113 1.6291 -0.6 -2.1 -2.0
H -0.6941 -2.1172 0.0130 -0.9 1.5 1.3
H -1.2570 -1.6738 1.6253 -0.8 -0.3 0.7
H -3.2730 -1.1404 0.3788 0.6 1.3 -0.3
H -2.1644 -1.0779 -1.0655 -1.1 0.4 0.9
H -3.0150 1.1544 -0.8722 0.8 0.2 -0.2
H -2.4711 1.3949 0.7202 0.5 -0.5 -0.4
H -0.9020 1.9172 -1.4828 0.0 0.4 -1.5
H -0.2020 -0.5222 -1.3162 0.8 0.8 0.6
N -0.8434 1.4060 -0.6501 -0.1 -1.5 1.5



[3]
84
Properties=species:S:1:pos:R:3:forces:R:3 method="wB97M-V/def2-TZVPD" gap_ha=0.234
Al -0.4853 0.5701 0.3179 1.2 1.9 1.1
C -2.5532 2.3379 -3.6035 -0.2 0.2 0.5
C -2.1997 1.9493 -2.1667 -0.6 -0.3 0.1
C -3.4574 1.9538 -1.2398 0.6 0.1 -0.5
P -1.3617 0.3400 -1.8839 0.3 0.4 -0.2
C -2.3163 -1.0941 -2.5415 -0.2 -0.1 0.0
C -2.7578 -1.0212 -4.0304 0.2 -0.1 0.7
C -1.4362 -2.3463 -2.2946 -0.5 0.4 -0.3
C 0.2811 0.2838 -2.6551 0.4 -0.6 0.5
C 0.5144 0.4985 -4.0050 1.6 -0.3 0.0
C 1.8207 0.3196 -4.5297 -0.2 0.3 -0.1
C 2.1036 0.6794 -5.9815 -0.7 -0.3 0.3
C 2.8599 -0.1629 -3.6996 -1.3 0.2 0.4
C 2.6399 -0.4241 -2.3455 -0.8 0.1 -0.6
C 1.3637 -0.1576 -1.7921 0.0 0.6 0.4
N 1.0943 -0.2400 -0.4444 -1.0 -0.3 -0.2
C 1.9440 -0.4893 0.6295 0.2 0.2 0.6
C 3.2817 -0.0368 0.6945 -0.9 -0.8 0.7
C 3.9741 -0.2209 1.8913 -1.0 -0.9 0.7
C 3.3574 -0.8368 3.0185 -0.1 0.5 -0.3
C 4.1201 -1.0633 4.2992 0.0 0.0 0.0
C 1.9926 -1.1935 2.9892 1.0 0.2 -1.0
C 1.2923 -1.0454 1.8018 0.9 0.6 -0.7
P -0.4479 -1.5077 1.5883 0.6 -0.3 0.5
C -0.2197 -3.3159 1.1641 0.1 -0.5 -0.2
C -0.0490 -4.2411 2.4048 -0.3 0.1 -0.7
C 1.0001 -3.5426 0.2222 -0.5 0.0 0.2
C -1.2539 -1.4626 3.2440 0.0 -0.1 -0.2
C -1.0951 -0.0840 3.9018 -0.7 -0.1 0.1
C -2.7435 -1.8155 3.0418 0.3 -0.1 0.0
H -2.8929 3.3733 -3.5740 -0.1 0.1 -0.2
H -1.6977 2.2977 -4.2686 0.0 -0.1 -0.1
H -3.3740 1.7319 -3.9947 0.2 0.1 0.0
H -1.4826 2.6744 -1.7719 0.1 -0.1 0.1
H -4.1768 1.2105 -1.5864 -0.1 0.0 0.0
H -3.1959 1.7520 -0.1934 0.0 0.1 -0.2
H -3.9178 2.9415 -1.2944 -0.1 -0.1 0.1
H -3.2152 -1.1579 -1.8888 0.4 0.0 -0.4
H -1.9462 -0.7021 -4.6862 0.0 0.0 0.1
H -3.0541 -2.0228 -4.3315 0.0 -0.1 -0.1
H -3.6166 -0.3724 -4.1855 0.0 0.1 0.1
H -0.5897 -2.3407 -2.9783 0.1 0.0 0.0
H -1.0720 -2.4023 -1.2730 0.1 0.1 0.1
H -2.0314 -3.2347 -2.4985 0.0 -0.1 0.0
H -0.3005 0.8121 -4.6469 0.2 0.0 -0.1
H 1.1499 0.6982 -6.5324 0.4 0.1 0.1
H 2.5966 1.6483 -6.0912 -0.1 -0.1 0.0
H 2.7221 -0.0818 -6.4462 0.2 0.0 -0.1
H 3.8395 -0.3322 -4.1154 0.2 0.0 -0.2
H 3.3947 -0.8656 -1.7022 0.0 0.2 -0.3
H 3.7064 0.4517 -0.1722 0.1 0.0 0.2
H 5.0100 0.0665 1.9760 0.1 0.1 0.0
H 5.0926 -0.5764 4.2571 0.1 0.0 0.1
H 3.5701 -0.6586 5.1571 0.1 -0.1 -0.1
H 4.2876 -2.1340 4.4761 0.0 0.2 0.0
H 1.5131 -1.6244 3.8660 0.1 0.1 -0.1
H -1.1396 -3.6045 0.6312 0.2 -0.1 0.1
H 0.8188 -3.9392 2.9945 -0.1 0.0 0.0
H -0.9472 -4.2736 3.0294 0.2 0.1 0.0
H 0.1304 -5.2684 2.0459 0.0 0.3 0.1
H 1.9422 -3.4298 0.7656 -0.2 0.0 0.0
H 0.9495 -4.5574 -0.1754 0.0 -0.1 0.1
H 1.0177 -2.8761 -0.6367 0.0 0.2 0.0
H -0.7821 -2.2249 3.8727 -0.1 0.1 0.0
H -1.3857 0.7097 3.2004 0.3 -0.1 0.2
H -1.7735 -0.0516 4.7708 0.2 0.0 -0.2
H -0.0838 0.0994 4.2581 0.0 0.1 -0.2
H -3.2328 -1.0779 2.3994 0.0 0.0 0.1
H -2.9073 -2.8091 2.6043 0.2 0.2 0.0
H -3.2369 -1.8037 4.0113 -0.1 0.0 0.1
C -1.5443 3.7746 2.0340 0.9 0.6 0.0
C -0.0975 3.2577 1.7615 -0.1 0.2 0.2
C 0.7511 3.3002 3.0917 -1.0 1.0 -0.7
C 0.5906 4.1546 0.6824 -0.1 0.1 0.9
N -0.1202 1.9515 1.3257 -0.9 -3.8 -2.2
H -1.4651 4.7846 2.4243 -0.3 0.4 0.1
H -2.0461 3.1728 2.7860 0.0 -0.3 0.0
H -2.1475 3.8098 1.1177 0.2 -0.2 0.1
H 0.8338 4.3471 3.3935 0.2 0.1 0.3
H 1.7386 2.8992 2.9252 0.3 -0.2 -0.2
H 0.2621 2.7480 3.8952 -0.1 -0.1 -0.1
H 0.6382 5.1751 1.0548 0.1 0.4 -0.1
H 0.0437 4.1404 -0.2608 -0.1 -0.1 0.0
H 1.6107 3.8087 0.5010 -0.1 -0.1 0.0



[4]
59
Properties=species:S:1:pos:R:3:forces:R:3 method="wB97M-V/def2-TZVPD" gap_ha="0.077 / 0.286" charge=-1 multiplicity=2 s2=0.751
C 1.9120 3.7262 -2.3278 -0.5 1.7 -0.3
C 2.7999 2.5493 -1.9012 0.5 1.8 -0.3
C 2.2451 1.9871 -0.5458 -0.9 0.2 -3.6
C 1.2724 0.9053 -1.0332 1.2 0.3 0.2
C 1.6412 -0.3736 -1.1490 -1.7 -0.1 0.8
N 0.6766 -1.3523 -1.4559 -0.4 -0.9 -0.7
C 1.1573 -2.5835 -2.1302 -1.3 0.4 -0.5
C 0.1229 -3.7460 -2.3661 0.5 0.3 2.1
H 2.1545 4.7283 -1.9013 0.1 -0.9 0.5
H 1.9000 4.0412 -3.3752 0.3 -0.8 -0.4
H 0.8493 3.5769 -2.0918 0.2 -0.3 0.1
H 2.8284 1.8610 -2.7508 -0.2 -0.4 0.6
H 3.8591 2.8988 -1.8181 -0.7 -0.1 0.2
H 3.1039 1.6662 -0.0386 0.7 -0.9 1.3
H 1.7579 2.8307 -0.0546 0.1 -0.3 0.2
H 0.3364 1.2251 -1.4962 0.2 0.0 0.4
H 2.5323 -0.7710 -0.6784 0.3 0.1 -0.3
H -0.1654 -0.9769 -1.8969 0.3 0.0 0.1
H 1.5499 -2.2828 -3.1257 0.6 -0.5 0.6
H 1.8281 -2.9853 -1.3681 0.8 -0.1 -0.8
H -0.0709 -4.1452 -1.3555 -0.1 0.0 -0.2
H 0.6664 -4.5602 -2.8419 -0.2 0.1 -0.5
H -0.8781 -3.5730 -2.7621 0.5 0.5 -0.5
H 1.2048 0.7515 1.3057 -0.1 -0.3 0.1
H 0.1782 1.9099 1.2373 0.2 -0.3 0.2
O 0.8020 1.4501 1.8321 -0.2 0.8 0.4
H 0.0743 0.3812 3.6418 0.1 0.2 -0.8
H -1.2314 -0.1274 2.9438 0.1 0.1 -0.5
O -0.7831 -0.0167 3.7817 -0.5 -0.5 1.2
H -0.8883 -3.1109 3.6205 0.0 -0.3 0.2
H 0.2126 -2.2925 3.0277 0.0 -0.2 0.5
O 0.0590 -3.1750 3.4362 -0.3 1.0 -0.3
H 1.4687 -3.4764 2.3333 -0.5 -0.8 -0.9
H 2.5906 -4.0392 1.6051 3.8 -1.3 0.2
O 1.7296 -3.8176 1.4436 -3.0 1.1 0.4
H -3.2984 -1.6143 2.2497 0.1 0.4 -0.8
H -3.6989 -1.0978 3.5321 -0.3 0.2 1.6
O -3.6934 -0.8145 2.6338 0.2 -0.3 -0.9
H -1.5972 -1.5727 -0.1020 0.1 -0.4 -0.6
H -1.0692 -2.5069 1.0855 0.0 -0.3 -0.6
O -1.4578 -1.6634 0.8381 -0.2 0.7 1.4
H -4.8346 0.1716 0.5039 -0.3 -0.2 0.9
H -4.8610 1.5059 -0.2967 -0.4 0.0 0.2
O -4.4784 0.6264 -0.2486 0.7 0.3 -1.1
H -2.5572 3.9754 -1.8110 0.1 -0.5 0.0
H -3.0949 2.6551 -1.1167 0.3 0.0 -0.7
O -3.2205 3.6059 -1.2187 -0.6 0.4 0.4
H -2.4390 -0.3030 -3.7807 0.0 0.0 0.1
H -3.0386 -1.6516 -3.4368 -1.0 -0.6 0.0
O -2.2514 -1.1401 -3.3363 1.2 0.6 0.0
H -2.1963 2.2311 0.2878 1.6 -0.5 -0.3
H -1.5188 1.0905 0.9208 0.2 -0.8 0.0
O -1.3425 1.7077 0.2007 -2.1 1.2 0.5
H 2.0824 3.2608 2.1315 0.4 0.1 -0.9
H 1.6595 3.1143 3.4332 0.2 0.3 0.7
O 2.2711 3.7007 2.9637 -0.5 -0.5 0.2
H 2.3945 -1.6170 1.9959 0.0 -0.1 -0.3
H 1.1503 -1.6110 1.0544 0.2 -0.1 -0.1
O 1.5936 -1.1364 1.7718 -0.1 0.4 0.4